Entry 1:
{"formula": "C34H43N9O7PtS3", "method": "the ωB97M-V functional and the def2-TZVPD basis", "e_homo_ha": -0.4608, "e_tot_ha": -3654.15206, "orbital_gap_ev": 5.7, "total_charge": 2, "molar_mass_g_mol": 981.05, "e_above_lowest_kj_mol": 79.4, "e_lumo_ev": -6.85, "symbols": ["Pt", "C", "N", "C", "C", "C", "C", "C", "C", "C", "C", "H", "H", "H", "H", "H", "H", "H", "H", "H", "H", "H", "H", "C", "C", "O", "N", "C", "C", "C", "C", "C", "C", "N", "H", "H", "H", "H", "H", "H", "H", "H", "H", "H", "C", "C", "S", "O", "O", "C", "C", "N", "C", "N", "C", "C", "N", "O", "O", "C", "H", "H", "H", "H", "H", "H", "H", "H", "H", "H", "H", "H", "H", "N", "C", "C", "C", "C", "C", "C", "S", "O", "O", "N", "C", "S", "C", "C", "N", "H", "H", "H", "H", "H", "H", "H", "H"], "xyz": [[0.0790, 0.1163, 0.7344], [0.9281, 2.4187, 2.6573], [0.7817, 0.9496, 2.5558], [-0.2188, 0.5193, 3.5780], [2.0779, 0.2942, 2.8482], [2.0210, -1.1074, 2.3232], [2.9089, -2.0865, 2.6754], [3.0320, -3.3057, 1.9378], [2.2003, -3.5754, 0.9233], [1.1084, -2.6239, 0.5350], [1.0873, -1.3444, 1.2936], [1.2205, 2.6858, 3.6751], [-0.0273, 2.8815, 2.4206], [1.6841, 2.7687, 1.9627], [0.1495, 0.7945, 4.5687], [-0.3636, -0.5557, 3.5252], [-1.1602, 1.0139, 3.3698], [2.3143, 0.3667, 3.9136], [2.8484, 0.8393, 2.2947], [3.5979, -1.9150, 3.4947], [3.8318, -3.9878, 2.1876], [2.3589, -4.4475, 0.3098], [1.3738, -2.2829, -0.4865], [-3.4990, 3.2932, 2.1838], [-2.6222, 2.6966, 1.1192], [-2.1021, 1.5868, 1.2475], [-2.4134, 3.4609, 0.0277], [-1.7420, 2.9446, -1.1460], [-0.2437, 3.0625, -1.1303], [0.3790, 4.1155, -1.7878], [1.7567, 4.2062, -1.7912], [2.4792, 3.2221, -1.1365], [1.7888, 2.2095, -0.5055], [0.4478, 2.1172, -0.4762], [-3.7348, 2.5322, 2.9215], [-4.4215, 3.6882, 1.7609], [-2.9768, 4.1158, 2.6754], [-2.8138, 4.3849, -0.0033], [-2.1486, 3.4373, -2.0274], [-1.9743, 1.8936, -1.2181], [-0.2253, 4.8489, -2.3026], [2.2557, 5.0186, -2.3007], [3.5590, 3.2331, -1.1150], [2.3284, 1.4175, -0.0014], [7.0806, -4.9490, -4.7207], [5.7835, -5.7419, -4.6947], [4.3963, -4.8447, -5.3337], [3.2450, -5.7204, -5.3271], [4.7775, -4.1740, -6.5448], [4.0436, -3.5639, -4.1174], [3.0837, -2.5971, -4.8132], [2.1672, -1.8721, -3.9108], [2.4219, -1.3001, -2.7011], [1.3413, -0.7253, -2.1805], [0.3558, -0.9018, -3.0997], [0.8372, -1.5963, -4.1600], [0.0651, -1.9773, -5.3150], [0.6191, -2.5305, -6.2420], [-1.1114, -1.6917, -5.2678], [3.7488, -1.2786, -2.0215], [7.8945, -5.5780, -4.3656], [7.0384, -4.0716, -4.0753], [7.3115, -4.6238, -5.7321], [5.4994, -6.1017, -3.7048], [5.8237, -6.6107, -5.3557], [4.9791, -3.1100, -3.8006], [3.5666, -4.0703, -3.2775], [2.4442, -3.1712, -5.4779], [3.6199, -1.8837, -5.4372], [-0.6498, -0.5447, -2.9799], [4.5032, -0.7761, -2.6276], [4.1191, -2.2737, -1.7799], [3.6299, -0.7218, -1.0924], [0.2889, -6.9725, -4.8230], [0.0869, -6.4960, -3.5785], [0.9270, -5.4824, -3.0776], [0.7431, -4.9952, -1.8105], [-0.2866, -5.4837, -1.0035], [-1.1426, -6.4721, -1.4925], [-0.9561, -6.9723, -2.7623], [-0.4905, -4.9092, 0.6192], [0.5653, -5.3128, 1.4922], [-1.8493, -5.0540, 1.0176], [-0.2386, -3.2061, 0.4401], [-1.1949, -2.4679, -0.2312], [-2.5440, -3.2024, -1.0079], [-3.1017, -1.6658, -1.4969], [-2.2712, -0.7068, -1.0582], [-1.1694, -1.1513, -0.3520], [1.0837, -6.6685, -5.3642], [-0.2606, -7.7330, -5.1822], [1.7286, -5.1155, -3.7024], [1.4041, -4.2152, -1.4618], [-1.9482, -6.8425, -0.8742], [-1.6158, -7.7433, -3.1365], [-4.0216, -1.5509, -2.0417], [-2.4402, 0.3395, -1.1669]]}

---

Entry 2:
{"formula": "C34H44AuNOSi2", "method": "the ωB97M-V functional and the def2-TZVPD basis", "e_homo_ha": -0.0404, "e_tot_ha": -2166.77880, "orbital_gap_ev": 5.8, "total_charge": -2, "molar_mass_g_mol": 735.87, "e_above_lowest_kj_mol": 2.6, "e_lumo_ev": 4.66, "symbols": ["Au", "O", "Si", "C", "C", "C", "C", "C", "C", "C", "C", "C", "C", "C", "C", "C", "C", "C", "C", "C", "C", "H", "H", "H", "H", "H", "H", "H", "H", "H", "H", "H", "H", "H", "H", "H", "C", "C", "C", "C", "C", "C", "C", "C", "N", "C", "C", "C", "C", "H", "H", "H", "H", "H", "H", "H", "H", "H", "H", "H", "H", "H", "H", "H", "H", "H", "H", "C", "Si", "C", "C", "C", "H", "H", "H", "H", "H", "H", "H", "H", "H", "H", "H"], "xyz": [[0.9004, 1.5427, -1.2091], [-0.7473, -0.9455, -0.9568], [-1.8669, -1.7284, -0.2026], [-2.7187, -3.1088, -1.2383], [-3.4884, -2.7363, -2.3537], [-4.0216, -3.6792, -3.2250], [-3.7976, -5.0369, -3.0051], [-3.0341, -5.4342, -1.9144], [-2.5017, -4.4790, -1.0488], [-3.3596, -0.7075, 0.4314], [-4.6788, -1.1770, 0.4860], [-5.7261, -0.3669, 0.9252], [-5.4747, 0.9440, 1.3185], [-4.1722, 1.4357, 1.2740], [-3.1349, 0.6192, 0.8330], [-1.2446, -2.6101, 1.3689], [-2.0518, -3.2954, 2.2837], [-1.5171, -3.8832, 3.4265], [-0.1496, -3.7923, 3.6817], [0.6734, -3.1126, 2.7880], [0.1284, -2.5308, 1.6443], [-3.6687, -1.6778, -2.5367], [-4.6054, -3.3606, -4.0816], [-4.2095, -5.7755, -3.6826], [-2.8476, -6.4886, -1.7435], [-1.9051, -4.8081, -0.2010], [-4.8994, -2.1949, 0.1709], [-6.7381, -0.7580, 0.9616], [-6.2900, 1.5804, 1.6451], [-3.9674, 2.4582, 1.5739], [-2.1173, 1.0111, 0.7838], [-3.1235, -3.3683, 2.1042], [-2.1631, -4.4092, 4.1223], [0.2672, -4.2397, 4.5765], [1.7385, -3.0316, 2.9818], [0.7658, -1.9886, 0.9443], [2.1958, 1.4718, 3.8515], [3.1061, 1.1036, 2.7027], [4.4905, 0.9688, 2.9095], [5.2957, 0.6156, 1.8352], [6.7891, 0.4635, 2.0213], [4.7511, 0.4118, 0.5688], [3.3586, 0.5770, 0.2991], [2.5714, 0.9062, 1.4516], [2.7308, 0.4752, -0.8969], [3.3922, -0.0756, -2.0809], [2.3225, -0.2880, -3.1613], [4.0013, -1.4655, -1.8315], [4.4368, 0.8930, -2.6653], [2.7597, 1.5676, 4.7813], [1.4204, 0.7159, 3.9952], [1.6906, 2.4205, 3.6583], [4.9199, 1.1460, 3.8915], [7.0790, 0.6688, 3.0551], [7.3371, 1.1534, 1.3720], [7.1154, -0.5511, 1.7720], [5.4391, 0.1584, -0.2236], [1.4974, 0.9979, 1.2984], [1.4557, -0.8061, -2.7329], [2.7338, -0.8771, -3.9893], [1.9730, 0.6735, -3.5523], [3.2123, -2.1363, -1.4779], [4.7992, -1.4681, -1.0917], [4.4056, -1.8649, -2.7675], [3.9706, 1.8772, -2.7637], [4.7676, 0.5585, -3.6572], [5.3165, 0.9977, -2.0258], [-1.4639, 4.2815, 0.7458], [-1.4377, 4.1072, -1.1391], [-0.4482, 5.6159, -1.7082], [-3.2194, 4.4805, -1.6590], [-0.8199, 2.5434, -1.8004], [-2.2173, 5.0135, 1.0609], [-0.4857, 4.6090, 1.1162], [-1.6905, 3.3246, 1.2358], [-0.9908, 6.5446, -1.4868], [-0.2351, 5.5895, -2.7856], [0.5156, 5.6469, -1.1833], [-3.5798, 5.4294, -1.2393], [-3.8824, 3.6786, -1.3080], [-3.3212, 4.5282, -2.7518], [-0.7085, 2.6786, -2.8912], [-1.6027, 1.7738, -1.6783]]}

---

Entry 3:
{"formula": "C34H44BN2O26", "method": "the ωB97M-V functional and the def2-TZVPD basis", "e_homo_ha": -0.4332, "e_tot_ha": -3412.39842, "orbital_gap_ev": 7.1, "total_charge": 1, "molar_mass_g_mol": 907.53, "e_above_lowest_kj_mol": 0.0, "e_lumo_ev": -4.66, "symbols": ["C", "C", "C", "N", "C", "C", "C", "B", "O", "O", "C", "C", "O", "O", "N", "C", "C", "C", "C", "C", "O", "H", "H", "H", "H", "H", "H", "H", "H", "H", "H", "H", "H", "H", "H", "H", "H", "C", "C", "O", "C", "O", "O", "H", "H", "H", "H", "C", "C", "O", "C", "O", "O", "H", "H", "H", "H", "C", "C", "O", "C", "O", "O", "H", "H", "H", "H", "C", "C", "O", "C", "O", "O", "H", "H", "H", "H", "C", "C", "O", "C", "O", "O", "H", "H", "H", "H", "C", "C", "O", "C", "O", "O", "H", "H", "H", "H", "C", "C", "O", "C", "O", "O", "H", "H", "H", "H"], "xyz": [[2.5541, -2.4185, 4.4693], [2.1277, -1.3049, 4.3354], [1.8495, 0.1024, 4.2096], [2.3963, 0.9371, 5.1119], [2.2363, 2.2628, 5.0828], [1.4690, 2.8653, 4.0859], [1.3487, 4.3830, 4.0949], [1.9987, 5.0950, 2.8189], [2.3282, 4.4056, 1.6525], [2.2971, 6.4523, 2.8758], [0.8741, 2.0326, 3.1109], [0.0201, 2.6208, 1.9982], [0.3216, 2.5158, 0.8562], [-1.0905, 3.2977, 2.4006], [-1.7507, 2.4752, 3.3809], [-3.1927, 2.7833, 3.2688], [-3.7843, 1.9124, 2.1325], [1.0789, 0.6352, 3.1880], [0.4578, -0.2322, 2.1105], [1.4205, -0.1857, 0.9018], [2.5080, 0.3127, 1.0051], [3.0946, -3.3157, 4.6929], [2.9787, 0.5287, 5.8341], [2.7266, 2.8634, 5.8384], [0.3189, 4.7233, 4.2534], [1.9250, 4.7370, 4.9606], [1.6614, 4.5310, 0.9673], [3.2593, 6.5173, 2.8261], [-1.4583, 2.7555, 4.3183], [-3.3114, 3.8504, 3.0459], [-3.6917, 2.5383, 4.2089], [-3.0823, 1.9733, 1.2942], [-4.7580, 2.3213, 1.8652], [-3.8195, 0.8763, 2.4730], [0.4086, -1.2773, 2.4378], [-0.5318, 0.1355, 1.8260], [1.1216, -0.5765, -0.0866], [3.5007, 1.5147, -1.7534], [4.4191, 2.6314, -2.1866], [4.9399, 2.1350, -3.4228], [4.0560, 1.2290, -3.9160], [4.1164, 0.7513, -5.0006], [3.0992, 0.9372, -3.0001], [2.6348, 1.8700, -1.2002], [4.0103, 0.7527, -1.1609], [3.8855, 3.5651, -2.3773], [5.2207, 2.8211, -1.4754], [2.6220, -2.0232, -3.5905], [3.8779, -2.8134, -3.8648], [3.4295, -4.1659, -3.7068], [2.0921, -4.1905, -3.9217], [1.4435, -5.1793, -4.0275], [1.5913, -2.9311, -3.9953], [2.5694, -1.1029, -4.1601], [2.4948, -1.7931, -2.5289], [4.2444, -2.6805, -4.8855], [4.6796, -2.5843, -3.1710], [8.2454, -0.4777, -1.9333], [7.1286, -0.4786, -2.9427], [6.1207, -1.2759, -2.2915], [6.3506, -1.2169, -0.9550], [5.5965, -1.6281, -0.1289], [7.5344, -0.6274, -0.6898], [8.8288, 0.4528, -1.9509], [8.9198, -1.3291, -2.0551], [6.7279, 0.5180, -3.1271], [7.4169, -0.9244, -3.8915], [-5.7159, -2.1470, 0.4036], [-5.9597, -1.1057, -0.6578], [-6.6959, -0.1020, 0.0562], [-6.4019, -0.2286, 1.3731], [-6.7192, 0.5550, 2.2104], [-5.7004, -1.3601, 1.6089], [-4.7806, -2.6714, 0.2710], [-6.5246, -2.8734, 0.4698], [-5.0342, -0.6649, -1.0338], [-6.5359, -1.4859, -1.4966], [8.9703, 3.1231, 1.3192], [9.9516, 4.1601, 0.8244], [10.4269, 3.5754, -0.3899], [9.4894, 2.7094, -0.8292], [9.5072, 2.1831, -1.8972], [8.5264, 2.5153, 0.1026], [8.1335, 3.5559, 1.8624], [9.4423, 2.3609, 1.9416], [9.4740, 5.1142, 0.5930], [10.7714, 4.3338, 1.5168], [-8.2374, -5.1600, -2.1827], [-7.4935, -6.4706, -2.1069], [-6.1234, -6.0457, -2.0975], [-6.0842, -4.7798, -1.6365], [-5.0881, -4.1923, -1.3491], [-7.3305, -4.2538, -1.5404], [-9.1940, -5.1828, -1.6680], [-8.3964, -4.8293, -3.2107], [-7.6988, -7.0171, -1.1849], [-7.6928, -7.1209, -2.9544], [-11.9985, -1.3693, -1.6089], [-10.7182, -2.1168, -1.8986], [-11.1313, -3.4841, -1.8082], [-12.4725, -3.5292, -2.0436], [-13.0885, -4.5280, -2.2048], [-12.9990, -2.2812, -2.0679], [-12.0660, -0.4230, -2.1400], [-12.1468, -1.1899, -0.5424], [-10.3413, -1.9274, -2.9062], [-9.9304, -1.9022, -1.1793]]}